No. 1
Formula: C2H4N2O2
Source: the Open Molecules 2025 dataset
Level of theory: wB97M-V/def2-TZVPD

The geometry in XYZ format:
```
10
Properties=species:S:1:pos:R:3:nbo_charge:R:1
C 0.845 1.291 -0.692 0.65
C 0.033 0.900 0.434 -0.77
N 0.400 -1.721 -1.264 -0.23
N 0.231 -0.737 -2.210 0.00
O 1.648 2.072 -1.037 -0.46
O -0.857 -1.046 -1.380 -0.30
H 0.407 -0.183 0.504 0.29
H -0.918 1.060 0.112 0.26
H 0.311 1.567 1.388 0.23
H 0.265 -2.542 -1.782 0.33
```

Calculated values
ΔE to the lowest compared entry with this formula, charge and spin (eV): 8.925
LUMO (spin up / spin down) (eV): -0.017 / 0.407
Gap between HOMO and LUMO (spin up / spin down) (eV): 7.31 / 9.65
E (eV): -9206.298

No. 2
Formula: C4H7NO
Source: the Open Molecules 2025 dataset
Level of theory: wB97M-V/def2-TZVPD

The geometry in XYZ format:
```
13
Properties=species:S:1:pos:R:3:nbo_charge:R:1
O 2.074 0.643 -1.325 -0.60
C 1.202 0.410 -0.512 0.69
C 0.807 -0.954 0.033 -0.51
C -0.706 -0.816 0.226 -0.40
C -0.970 0.738 0.402 -0.21
N 0.320 1.331 0.041 -0.64
H 1.061 -1.666 -0.747 0.23
H 1.337 -1.204 0.961 0.23
H -1.172 -1.137 -0.706 0.21
H -1.090 -1.443 1.032 0.22
H -1.840 0.930 -0.252 0.19
H -1.270 1.043 1.411 0.19
H 0.544 2.262 -0.300 0.41
```

Calculated values
ΔE to the lowest compared entry with this formula, charge and spin (eV): 0.355
LUMO (eV): 0.948
SMILES string: O=C1CCCN1
Gap between HOMO and LUMO (eV): 10.56
E (eV): -7799.290

What is the ΔE to the lowest compared entry with this formula, charge and spin in the second record? 0.355 eV